Record 1
# C20H34ClFN3O4Tl

A molecular structure, C20H34ClFN3O4Tl in a non-equilibrium geometry (ωB97M-V/def2-TZVPD, the OMol25 dataset).

Charge: 0
Molecular weight in g mol⁻¹: 639.3
Lowest unoccupied orbital energy in eV: -1.20

Each line ends with the Mulliken charge.
Atoms and positions in Å:
H (2.745, -6.419, -2.302)  0.36
H (0.970, 0.850, 5.089)  0.24
H (3.489, 1.440, -2.422)  0.48
H (-0.379, 1.482, 6.093)  0.33
C (-2.138, 2.849, -4.001)  -0.94
H (4.582, 0.994, -0.692)  0.35
C (-2.295, -1.363, -1.334)  -0.07
Tl (0.847, 0.338, 0.139)  1.75
H (0.349, 0.075, 3.209)  0.48
Cl (2.389, 1.335, 1.743)  -0.48
O (-0.935, 0.956, 1.886)  -0.76
C (4.540, -0.072, -0.476)  -1.65
C (-0.978, 1.915, -2.065)  0.80
H (-1.828, -3.343, 1.122)  0.27
C (2.480, -5.357, -2.355)  -0.44
C (2.429, 1.201, -2.267)  -1.47
H (-0.107, 4.256, -1.680)  0.27
H (2.947, -2.577, -4.279)  0.38
N (-2.294, -2.594, -0.771)  0.38
H (-1.403, 0.954, -2.369)  -0.08
C (-2.623, -2.776, 0.627)  -0.95
H (-2.737, -1.801, 1.095)  0.23
C (1.329, -3.431, -1.435)  0.20
H (-1.716, 4.920, -2.088)  0.32
O (-0.187, 2.023, -1.087)  -0.84
N (-0.551, 1.747, 4.003)  0.16
H (1.879, 1.275, -3.211)  0.31
H (-1.569, 3.237, -4.859)  0.33
H (1.669, -0.894, -3.675)  0.35
H (-0.957, 3.787, 4.147)  0.32
C (1.657, -4.794, -1.365)  -0.92
H (1.269, -5.398, -0.535)  0.42
C (-1.483, 2.857, 3.913)  -0.91
H (4.640, -0.179, 0.604)  0.36
C (2.965, -4.562, -3.401)  -0.69
H (-2.280, 2.734, 4.653)  0.31
C (-0.876, 4.312, -2.447)  -0.95
H (-1.899, 2.890, 2.907)  0.25
H (2.032, 1.980, -1.603)  0.38
C (1.770, -2.666, -2.508)  -0.12
H (0.794, 2.611, 5.379)  0.31
C (3.323, -0.753, -0.966)  -0.34
H (-3.111, -4.258, -1.787)  0.33
H (3.627, -4.977, -4.158)  0.39
H (-2.373, 1.793, -4.155)  0.27
N (-1.341, 2.975, -2.792)  0.25
C (-2.135, -3.783, -1.585)  -1.04
C (0.253, 1.668, 5.212)  -0.84
O (0.066, -1.011, -2.542)  -0.51
H (-0.486, 4.789, -3.354)  0.32
H (-2.226, -1.396, -2.442)  0.49
H (-3.551, -3.358, 0.714)  0.35
C (-0.379, 0.875, 2.991)  0.13
H (-3.066, 3.431, -3.907)  0.33
O (-2.350, -0.298, -0.720)  -0.65
H (0.749, -2.957, -0.633)  0.65
C (1.352, -1.181, -2.653)  -0.52
H (-1.498, -4.516, -1.073)  0.31
H (3.283, -1.815, -0.744)  0.44
C (2.303, -0.181, -1.681)  1.13
F (0.369, -1.667, 0.668)  -0.80
H (5.419, -0.548, -0.921)  0.42
C (2.589, -3.225, -3.484)  -0.46
H (-1.672, -3.491, -2.536)  0.33


Record 2
# C20H34NO2

2 unconnected molecules or ions with the total composition C20H34NO2 in a non-equilibrium geometry (ωB97M-V/def2-TZVPD, the OMol25 dataset).

Charge: +1
Relative energy (zero: lowest compared OMol25 entry of this formula, charge and spin) in kcal/mol: 53.5
Molecular weight in g mol⁻¹: 320.5
Lowest unoccupied orbital energy in eV: -4.22

Each line ends with the Mulliken charge.
Atoms and positions in Å:
C (-1.446, 1.656, 0.111)  0.99
C (-1.565, -0.683, -0.040)  -0.31
H (0.818, -2.118, -6.223)  0.30
H (0.524, 4.638, 1.469)  0.39
H (-3.175, 2.498, 2.886)  0.62
H (-2.420, -1.358, 0.123)  0.24
H (-1.557, -0.096, 2.849)  0.15
H (-1.373, -4.306, 0.066)  0.45
H (-1.435, 1.290, 3.888)  0.37
H (-0.530, -2.406, -5.105)  0.21
H (2.733, -0.733, 2.887)  0.26
H (-0.737, -0.557, -2.065)  0.57
C (-0.441, 2.216, -0.637)  -0.45
H (2.486, 0.980, 2.387)  0.21
C (-0.025, 3.805, 1.039)  -0.85
C (-1.029, 3.254, 1.786)  -0.85
H (2.151, -3.229, -4.690)  0.28
H (2.799, -2.149, 0.968)  0.35
C (1.426, 3.877, -1.015)  -1.55
C (-2.158, 0.687, 3.322)  -1.27
H (-0.180, 1.816, -1.617)  0.50
C (-0.719, -1.255, -1.233)  0.07
H (0.613, -3.201, 0.976)  0.32
H (-1.241, 3.662, 2.771)  0.43
H (1.066, -0.484, 1.051)  0.05
H (1.878, 3.075, -1.611)  0.35
C (3.204, 0.157, 2.452)  -1.05
H (1.265, -2.084, -1.486)  0.49
H (4.766, -0.631, 1.236)  0.39
H (3.334, -1.519, -0.636)  0.37
H (2.202, 4.200, -0.316)  0.39
O (-2.129, 0.559, -0.417)  -0.58
C (-4.079, 1.033, 1.633)  -1.50
C (0.292, 3.287, -0.203)  0.62
H (-4.955, 1.058, 2.283)  0.44
C (-0.869, -3.445, -0.360)  -0.20
C (3.776, -0.201, 1.057)  -0.53
H (3.868, 0.708, 0.457)  0.34
C (-1.259, -2.666, -1.598)  -0.85
H (0.259, -3.781, -5.905)  0.30
H (-4.265, 1.500, 0.665)  0.35
H (-3.884, -0.024, 1.407)  0.20
C (2.924, -1.253, 0.346)  -0.93
C (-2.832, 1.632, 2.308)  0.24
H (1.574, 0.269, -0.471)  0.26
H (3.994, 0.472, 3.136)  0.38
H (-2.334, -2.575, -1.789)  0.38
C (1.507, -0.678, 0.065)  -0.13
H (-0.852, -3.136, -2.504)  0.32
O (1.318, -2.885, -4.356)  -0.46
H (-2.848, 0.281, 4.067)  0.43
H (1.107, 4.690, -1.667)  0.33
C (0.643, -1.708, -0.658)  -0.45
N (0.168, -2.870, 0.123)  0.09
C (0.420, -2.795, -5.466)  -0.59
H (-1.015, -0.642, 0.901)  -0.21
C (-1.769, 2.168, 1.353)  0.31


Record 3
# C20H35AsCl3CsGeN3O6S2

A molecular structure, C20H35AsCl3CsGeN3O6S2 in a non-equilibrium geometry (ωB97M-V/def2-TZVPD, the OMol25 dataset).

Charge: -2
Relative energy (zero: lowest compared OMol25 entry of this formula, charge and spin) in kcal/mol: 9.9
Molecular weight in g mol⁻¹: 864.4
Lowest unoccupied orbital energy (spin up / spin down) in eV: 3.58 / 3.58
Multiplicity: 2

Each line ends with the Mulliken spin population.
Atoms and positions in Å:
H (0.752, -2.087, -4.211)  0.01
H (-4.580, -3.070, 2.390)  0.00
C (0.495, -2.545, 1.837)  0.00
H (4.877, -3.038, -3.528)  0.00
H (-3.546, -0.981, 1.975)  0.00
C (2.719, 2.881, 2.377)  0.00
H (0.076, 0.357, 3.004)  0.00
C (0.136, 2.822, -2.494)  0.00
H (-3.608, -4.526, 2.665)  0.00
C (-2.828, 3.664, 0.616)  0.00
O (0.727, 2.024, 0.514)  0.00
H (-0.882, 2.944, -2.097)  0.00
C (3.857, -2.958, -3.172)  0.00
H (-0.240, 2.931, -5.887)  0.00
As (0.809, 2.569, 2.062)  0.00
C (1.926, -1.102, 0.561)  -0.01
C (0.144, 1.208, -4.611)  0.00
C (0.320, 3.498, -3.847)  0.00
C (2.850, -2.513, -4.019)  0.00
N (1.124, -2.313, 0.546)  -0.01
H (3.251, 1.935, 2.260)  0.00
C (1.230, -2.739, -2.234)  0.19
H (-0.879, 4.461, 1.969)  0.00
H (2.765, -1.176, 1.268)  0.00
H (4.342, -3.598, -1.177)  0.00
H (2.897, 3.282, 3.378)  0.00
H (1.276, 1.141, 4.066)  0.00
H (0.816, 5.051, 2.004)  0.00
C (0.111, 4.328, 2.414)  0.00
Ge (-0.679, -2.479, -1.512)  0.49
H (-3.063, -3.297, 1.515)  -0.01
Cl (-2.933, -1.682, -0.409)  0.21
H (-1.474, 2.629, -4.653)  0.00
H (-0.086, -1.667, 2.117)  0.00
H (0.832, 3.122, -1.713)  0.00
H (-0.456, 1.651, 4.042)  0.00
H (3.078, -2.254, -5.046)  0.00
O (-0.769, 0.300, -2.283)  0.01
H (-2.423, -3.377, 4.281)  0.00
H (1.283, -4.334, 0.131)  0.00
O (-4.147, 2.301, 2.180)  0.00
C (-3.559, -3.455, 2.469)  0.01
H (2.805, -3.585, 0.669)  0.00
H (2.327, -0.895, -0.433)  0.00
C (-2.762, -1.482, 3.798)  0.00
S (-1.991, -0.961, 5.211)  0.00
C (1.900, -3.436, 0.061)  0.01
N (-2.861, -2.815, 3.575)  0.00
O (-1.926, 2.146, 2.238)  0.00
C (-0.401, 2.608, -4.856)  0.00
C (1.546, -2.406, -3.546)  -0.02
C (3.555, -3.280, -1.853)  0.00
C (2.253, -3.167, -1.383)  0.01
O (-2.727, 4.881, 0.930)  0.00
C (0.385, 1.295, 3.458)  0.00
Cl (-1.047, -4.667, -0.874)  0.03
H (3.082, 3.585, 1.630)  0.00
H (1.383, 3.563, -4.104)  0.00
H (-0.530, 0.396, -4.884)  0.00
Cl (-1.650, -2.700, -3.572)  0.04
N (-3.323, -0.655, 2.910)  0.00
H (1.315, -0.259, 0.827)  0.01
H (-0.179, -3.396, 1.762)  0.00
H (-3.213, 0.356, 3.011)  0.00
Cs (-1.488, 0.845, 0.015)  0.03
H (0.049, 4.453, 3.497)  0.00
H (-0.079, 4.513, -3.830)  0.00
H (1.114, 1.057, -5.093)  0.00
O (-2.718, 3.156, -0.532)  0.00
H (1.236, -2.732, 2.628)  0.00
C (-3.010, 2.641, 1.790)  0.00
S (0.410, 1.030, -2.797)  -0.01